No. 1
This record from OMol25 describes a structure of composition C36H58O3SSb2Si2Ti at a distorted geometry. The level of theory is the ωB97M-V functional and the def2-TZVPD basis.

The geometry in ORCA input format:
```
! wB97M-V def2-TZVPD RIJCOSX def2/J DEFGRID3
* xyz 1 2
H -2.7952 4.6898 -0.6055
C -2.3584 3.4898 1.1286
H -2.2580 -4.9082 3.8287
C 4.9981 -0.9373 -1.3347
H 0.5203 3.9583 -4.0141
H 5.0276 -2.0033 -1.5057
C -4.2520 -4.7097 3.0939
C -0.7858 -4.7059 1.6378
C -2.2648 -4.6555 1.7101
H 0.9996 -0.0592 -2.9544
Sb 0.2355 -2.8250 2.2198
H 0.9899 2.0987 4.3332
H -2.9026 -2.5757 -3.3264
H 2.9431 2.8956 1.2426
H -1.4161 -0.6926 1.6303
H -0.3901 -5.4318 2.3452
H 2.7559 3.2775 2.9595
O 0.7329 1.3392 1.0656
H -1.4526 -0.9902 3.3980
H -3.3548 -0.3641 -0.5815
C -1.8884 -2.2476 -3.1039
H 4.9058 2.8495 -0.6912
H -1.1723 -2.8797 -3.6237
H 3.0730 3.1975 -2.5632
H -2.3585 2.0288 2.7318
C 2.4196 0.5702 2.5986
H 3.1405 0.4288 1.7924
H 1.1441 5.8638 -0.8276
C -3.1245 3.7537 -0.1644
C -3.0677 -4.4929 0.5713
C 1.4547 1.7145 2.2688
H -3.5546 4.7641 2.3832
C -2.8791 -4.7652 2.9565
S -0.9700 0.9285 -1.2043
H -3.2571 -4.3951 -1.5458
C 2.2255 3.0119 2.0494
H -5.0694 -4.2987 -0.1496
C 1.2370 -1.0581 -3.3181
C 2.0695 -3.2627 -2.9059
H -0.9016 -3.1105 4.6977
C -1.4663 -1.4706 2.4219
H 1.5448 3.8159 1.7833
H 7.0428 -0.6453 -1.8842
C 0.5699 5.3921 -1.6188
O -0.9602 3.4188 0.8284
H -3.7767 -1.7204 0.5044
H -1.7543 -1.2131 -3.4093
C 1.7850 -1.9861 -2.4346
H 0.7761 2.3727 -3.2806
H -1.9297 4.4657 3.0099
H 6.9827 1.7901 -1.4766
Si -0.0246 2.4206 -0.0247
H -0.4141 -4.9491 0.6434
C -2.8246 2.1774 1.7597
C 1.0144 -1.3847 -4.6437
H 1.1659 -2.9081 -6.1410
C -5.0446 -4.5385 1.9707
H -2.5727 1.3404 1.1041
C 0.4045 3.3797 -3.1027
H -0.6531 3.3170 -2.8555
H -2.3918 -2.0343 2.3239
C 6.1317 -0.1754 -1.5449
H 2.7896 -2.6915 0.0002
H -0.4526 5.2539 -1.2806
H 2.9631 0.8021 3.5115
H 1.8631 -0.3648 2.7548
H 0.5977 -0.6523 -5.3198
H 2.7743 4.8274 -3.1845
H -0.2156 2.7144 3.2030
H 2.0967 -4.5873 -4.5824
H 2.8553 1.5010 -0.4259
H 0.7620 -2.5168 4.9041
C 0.4546 1.8865 3.4133
H 0.5732 6.0456 -2.4864
H 2.4897 -3.9947 -2.2306
C 0.1291 -3.2145 4.3609
H -6.1188 -4.4904 2.0673
C -2.5118 4.6494 2.1101
H -3.9013 2.1949 1.8945
H -4.1961 -1.7963 -1.2153
C -3.4546 -1.4443 -0.4986
C 3.8075 -0.3509 -0.9171
H -2.1618 5.5701 1.6541
C 1.8496 -3.5963 -4.2313
H -0.1299 0.9752 3.5550
C -2.4872 -4.3577 -0.7805
O 1.1427 3.2024 -0.7922
Si 2.2515 -1.4272 -0.6712
H -4.1899 3.8168 0.0314
C 1.3293 -2.6542 -5.1042
Sb -1.5678 -2.3788 -0.9862
C 3.7869 1.0237 -0.7088
H -2.9369 2.9527 -0.8765
H -1.7434 -5.1165 -1.0009
C 2.6553 4.1736 -2.3254
C 1.1769 4.0375 -1.9647
H 3.1989 4.6035 -1.4873
C -4.4517 -4.4290 0.7271
C 4.9284 1.7873 -0.8856
C 6.1002 1.1900 -1.3157
H 0.4799 -4.2223 4.5576
H -4.7037 -4.8032 4.0697
Ti 0.1635 -0.4750 0.3009
*
```

Calculated values
M: 918.5 u
Orbital gap (spin up / spin down): 0.2784 / 0.2842 Ha
Maximum force: 2.1 eV/A
Energy above the lowest of the compared OMol25 structures with the same formula, charge and spin: 12.9 kJ/mol

Atom charges from the Löwdin analysis, given in e for atoms 1 to 5: H 0.09; C -0.63; H 0.11; C -0.10; H 0.10

No. 2
This record from OMol25 describes a cluster of 9 separate species, C36H59Cl16F13NO in total at a distorted geometry. The level of theory is the ωB97M-V functional and the def2-TZVPD basis.

The geometry in ORCA input format:
```
! wB97M-V def2-TZVPD RIJCOSX def2/J DEFGRID3
* xyz 1 1
C 2.0072 0.4784 4.2777
H 1.8998 -3.5996 -5.7235
H 2.2653 -4.3595 1.7818
Cl -7.6294 -6.1155 -4.2126
H -2.1376 3.8072 4.3456
H 0.2913 -1.1124 -5.4098
C 0.3778 -0.6694 2.5364
C -0.4368 0.0683 -1.1929
H -2.1374 7.2233 -2.7536
Cl -2.3545 -3.4205 -0.3354
C 0.8399 -5.9561 1.7340
Cl -3.9945 -3.1340 -3.2933
H 1.8130 1.3073 -0.8435
C 3.3742 5.9412 -1.7785
F 2.0279 1.7433 4.7462
H 0.0023 1.2112 0.5836
F 4.5503 -3.2735 5.0913
H 4.1815 5.2173 7.4414
H -6.5161 -3.6555 -3.2213
C 3.8611 -1.3887 3.8295
H 3.8991 6.6238 -2.4362
H -0.3498 5.5948 4.4048
H 0.8607 -1.1794 -9.3867
H -9.3673 -4.7643 -3.3672
Cl 2.8170 5.3052 5.5231
Cl -3.1141 3.7101 -3.3661
H 0.5380 -2.3898 6.9127
C -0.7448 0.6316 -3.4020
C 1.3176 0.5360 2.8754
H -0.6433 -0.7018 -10.1802
C 2.4812 -2.8682 -5.1890
C 0.2147 -0.9181 1.0459
H 3.0022 4.1718 -0.0203
H 0.2760 3.9526 4.5598
C -0.8841 -2.2874 -8.7702
F 0.7881 -1.8254 3.1029
C 1.5194 2.3086 -1.1310
F -0.8348 -0.3863 3.0624
C 3.6172 3.8000 -0.8483
H -1.4232 3.1770 2.8585
H 0.3790 -1.8223 -1.7687
H 1.3004 2.9364 -0.2692
C 3.4569 -2.6009 4.7571
H 4.4236 3.1832 -0.4649
H -1.9262 -2.1085 -8.5176
H -1.4511 -1.5537 5.5983
H 2.5522 2.7104 6.7744
H -4.7935 -5.1837 -2.4640
H -0.2239 -3.9807 7.0097
C -3.9095 -4.5845 -2.2493
H -0.0514 -2.2007 -4.0287
H 3.6856 2.8342 8.1232
H -0.8434 -3.0426 -9.5530
C 0.4952 -0.2463 -3.3945
H -0.2247 3.2815 -1.8340
C -1.9839 6.1560 -2.9011
F 0.5290 1.6259 2.8866
H -1.6170 1.6643 -1.9141
C 2.0024 -1.9348 -4.3889
C 3.8008 4.4676 6.7527
H -1.4305 6.0145 -3.8261
C 0.3190 2.3847 -2.0856
F 3.8995 0.1711 5.6024
H -3.9549 5.8835 -3.6847
H -3.8111 5.4854 -1.9697
C -8.3865 -4.5588 -3.7888
H -0.5406 -2.8260 4.7837
C 0.6270 -0.7790 -1.9274
C -3.3076 5.4385 -2.9316
Cl -2.6511 -3.5686 5.4628
H 3.5565 -2.9460 -5.2731
H 1.1932 -1.1868 0.6545
C 3.4926 0.0294 4.3337
F 4.2129 0.8996 3.6116
C -3.8814 -4.2278 -0.7871
H 2.4955 3.5170 -2.7088
F 2.6576 -3.4461 4.1104
N -0.6892 1.2540 -2.0252
C -0.2051 -1.0272 -9.2384
H 3.3897 2.1364 -2.1538
H 4.6441 4.0165 6.2320
H -0.4021 -1.8042 0.9115
H -0.9080 1.3183 -4.2251
Cl -0.4114 0.3141 -8.0766
H 1.4142 0.3261 -3.5432
C -0.2286 4.6459 3.8890
Cl 1.7385 4.0825 8.5064
H -8.5174 -4.0039 -4.7163
C -1.1656 -2.6021 5.6443
C -7.5299 -3.7621 -2.8403
H 3.1148 6.4101 -0.8264
H 2.4490 5.6422 -2.2821
H -1.4792 0.2999 0.6404
F 3.3975 -1.6196 2.5916
H -4.7034 -3.5710 -0.5187
Cl -0.9100 -6.1824 1.5009
H 0.6072 -3.8652 2.1255
C -1.5552 4.0707 3.4643
H 0.6620 2.5282 -3.1015
H -3.9523 -5.1324 -0.1855
H 1.3627 -6.6246 1.0545
Cl 1.0240 -4.0298 -0.1841
F 2.8513 -2.2175 5.8723
C 1.2213 -4.5199 1.5190
F 2.1902 0.7215 1.8737
Cl -1.3000 -2.3813 8.3640
H -7.9555 -2.7698 -2.6993
C 0.5857 -1.3956 -4.4076
H 1.0754 -6.2510 2.7556
Cl -2.5340 5.2305 2.5246
H -1.5892 -0.0597 -3.4793
Cl -0.0794 -2.9750 -7.3346
H 1.6423 -0.6075 -1.5837
Cl -7.4345 -4.5179 -1.2249
H -3.0289 -5.1519 -2.5394
Cl -0.9734 5.5760 -1.5549
Cl 0.8672 4.9139 2.5045
H -1.3223 -0.5481 -1.3730
H 2.6860 -1.4950 -3.6696
C 3.0190 3.3994 7.4736
O 4.2492 4.8548 -1.5367
F 5.1963 -1.3980 3.7331
C -0.4369 0.2487 0.3299
C 2.7569 2.9571 -1.8146
F 1.2370 -0.2088 5.1284
C -0.4160 -2.9146 6.9139
*
```

Calculated values
M: 1336.1 u
Orbital gap: 0.3530 Ha
Maximum force: 2.2 eV/A

Atom charges from the Löwdin analysis, given in e for atoms 1 to 5: C -0.32; H 0.02; H 0.07; Cl 0.55; H 0.08